Here is one molecule with the formula C4H7N3O4 in a non-equilibrium geometry from OMol25. Energies are from wB97M-V/def2-TZVPD.

Geometry as XYZ:
```
18
Properties=species:S:1:pos:R:3:forces:R:3
C -0.41102 -1.91130 -0.70578 0.590 -0.210 -0.948
C -0.42123 0.19123 0.43388 0.200 0.138 0.184
C -1.89256 0.04359 0.13057 0.544 0.316 0.236
C 0.17270 1.59015 0.35587 -0.181 -0.094 -0.005
N 0.31446 -0.69514 -0.47334 0.210 0.033 0.081
N -2.40384 -1.16406 0.19946 -0.165 -0.018 -0.400
N -2.78842 1.13761 -0.13017 -0.430 -0.276 0.013
O -1.40382 -2.15977 0.27816 -0.444 -0.110 0.621
O -2.30267 2.18664 -0.49459 0.329 0.377 -0.185
O -3.53636 -1.55853 0.14117 -0.024 -0.394 0.101
O -3.97325 0.94268 0.00723 -0.424 0.063 0.123
H 0.24155 -2.78818 -0.67582 -0.113 0.147 0.009
H -0.89842 -1.87132 -1.69141 -0.085 -0.053 0.271
H -0.30895 -0.17133 1.47714 -0.070 0.119 -0.295
H 0.10388 1.98080 -0.65292 0.032 0.028 -0.010
H 1.21985 1.53032 0.63952 0.143 -0.062 0.088
H -0.33533 2.26855 1.03393 0.038 0.088 0.048
H 1.24921 -0.85256 -0.11510 -0.149 -0.092 0.069
```
Positions in Å, forces in eV/Å.

The calculation puts the LUMO energy at -0.631 eV. The structure (SMILES) is C[C@@H]1NCO[N+]([O-])=C1[N+](=O)[O-]. The total energy is -621.605184 Eh. Its energy above the lowest of the compared OMol25 structures with the same formula, charge and spin is 186.9 kcal per mole.